The following is a quantum chemistry calculation of a gas-phase ion, C6H16N2 (charge +2) at a distorted geometry, from the Open Molecules 2025 dataset.

XYZ file:
```
24
Properties=species:S:1:pos:R:3:forces:R:3
N 1.6727 -0.5907 0.1331 -3.89 -0.54 0.55
N -0.7121 0.2311 0.0921 0.92 1.39 -2.79
C -0.6181 0.8357 -1.4312 -1.25 1.05 -0.11
C 0.3031 -0.7814 -0.0716 7.25 2.55 2.52
C -0.5848 1.4062 1.0322 0.44 -0.29 2.02
C 0.1549 -2.0919 -0.5265 -1.83 -3.57 -1.02
C -2.0226 -0.3064 0.3271 -3.43 -0.14 1.66
C 2.6121 0.4687 0.4041 0.49 0.12 -2.95
H 0.1028 1.7030 -1.4677 -0.48 -1.36 0.16
H -2.8719 0.2609 -0.1026 0.99 0.21 -0.22
H 2.7901 0.8808 -0.6397 0.25 0.11 1.40
H -1.6394 1.2252 -1.5347 0.38 0.23 -0.03
H -0.3269 -2.7439 0.2412 -0.39 0.26 -1.04
H 1.1046 -2.5413 -0.7399 0.62 -0.16 0.39
H -0.5533 0.0785 -2.2508 0.52 0.29 1.09
H -0.8165 1.0407 2.0927 1.26 0.30 -1.38
H -1.3723 2.1529 0.9396 -0.29 -0.33 -1.07
H -2.2914 -0.2871 1.4124 0.73 -0.22 -0.71
H -2.1602 -1.2904 -0.0085 0.13 -1.36 -0.60
H 2.1257 1.1287 1.0141 -0.41 2.15 1.62
H 3.5515 0.0796 0.8047 -0.39 -0.02 0.04
H 2.1937 -1.4533 0.1947 -0.48 -0.50 -0.64
H -0.1884 -2.1440 -1.5743 -1.17 -0.11 0.56
H 0.3580 1.9019 0.8298 0.03 -0.03 0.56
```
Positions in Å, forces in eV/Å.

Computed properties:
LUMO energy (eV): -9.49
Frontier orbital gap (eV): 10.7
Highest occupied orbital energy (eV): -20.15
Charge: +2
SMILES: C/[NH+]=C(/C)[N+](C)(C)C
Max |F| (eV Å⁻¹): 8.1

---

The following is a quantum chemistry calculation of 3 unconnected molecules or ions with the total composition C6H16N2O at a distorted geometry, from the Open Molecules 2025 dataset.

XYZ file:
```
25
Properties=species:S:1:pos:R:3:forces:R:3
O 2.0178 0.3982 0.9738 -0.16 0.50 -0.37
N -0.1992 -2.3458 -0.4822 -0.24 0.19 -0.02
N 0.1435 -1.8067 0.7807 0.89 -1.09 0.63
C 0.6381 -2.2286 -1.5760 -0.15 -0.04 0.22
C 1.9386 -1.9469 -1.5709 0.15 0.05 0.06
C -1.4916 1.6839 -0.6542 0.32 -0.27 0.00
C 1.6204 1.0946 0.0683 0.74 -0.19 0.13
C -1.0837 1.7341 1.8483 0.09 -0.22 -0.07
C -1.2988 0.8666 0.6156 0.08 -1.77 0.35
H -2.2210 0.2917 0.7681 -0.23 0.19 0.07
H 2.4895 -1.9241 -2.4937 0.01 -0.03 -0.18
H 1.3444 0.6798 -0.9133 -0.15 -0.14 0.06
H 2.4953 -1.7528 -0.6678 0.01 0.01 0.14
H -0.9238 1.1138 2.7312 0.05 0.07 0.03
H 0.3640 -2.5870 1.4052 -0.17 0.14 -0.23
H 1.6005 2.1928 0.1442 -0.08 0.03 0.17
H 1.0122 -1.2528 0.7710 -0.48 -0.17 -0.47
H -2.3709 2.3242 -0.5740 -0.05 -0.01 0.05
H -0.2186 2.3844 1.7225 0.09 0.06 0.10
H -1.9470 2.3714 2.0353 -0.08 0.08 0.00
H -1.6249 1.0377 -1.5226 0.03 0.06 -0.08
H 0.1199 -2.4308 -2.5057 -0.01 -0.01 -0.04
H -1.1796 -2.1856 -0.6772 0.25 0.07 -0.03
H -0.6455 2.3466 -0.8392 0.10 0.04 -0.12
H -0.5796 -0.0586 0.6126 -1.05 2.46 -0.40
```
Positions in Å, forces in eV/Å.

Computed properties:
LUMO energy (eV): 0.71
Frontier orbital gap (eV): 8.8
Highest occupied orbital energy (eV): -8.11
Charge: 0
SMILES: C=CNN.C=O.CCC
Max |F| (eV Å⁻¹): 2.7

---

The following is a quantum chemistry calculation of 2 unconnected molecules or ions with the total composition C6H16N2O at a distorted geometry, from the Open Molecules 2025 dataset.

XYZ file:
```
25
Properties=species:S:1:pos:R:3:forces:R:3
O -1.9969 -0.5553 -0.5308 0.17 0.44 -0.90
N -0.4868 -1.1425 -2.1572 0.13 0.16 0.01
N -1.1428 -0.1031 -1.4353 0.12 -0.09 0.91
C -0.8548 2.1927 -0.5615 0.05 -0.11 -0.01
C 0.6544 0.3186 0.2956 0.24 0.29 -0.04
C 0.5731 0.9522 1.6481 -0.06 -0.05 -0.04
C 1.9049 -0.4309 -0.0289 -0.06 -0.07 -0.03
C -0.4889 -1.7671 1.1826 -0.84 -0.03 -0.45
C -0.0736 0.9183 -0.8250 -0.55 -0.29 -0.31
H -1.2952 2.5413 -1.4954 0.00 -0.02 0.02
H -0.4793 -1.9996 -1.6045 -0.21 0.14 -0.02
H 0.2077 -2.4013 0.6396 0.03 0.02 -0.10
H -1.3683 -2.3710 1.4290 0.08 -0.19 0.13
H -1.6646 2.0080 0.1438 0.02 0.02 0.01
H 1.0999 1.9152 1.6240 -0.01 -0.01 0.01
H -0.4545 1.1513 1.9479 -0.01 0.02 0.01
H 1.0496 0.3409 2.4142 0.00 0.01 -0.04
H 2.7037 0.2885 -0.2566 -0.01 -0.02 0.03
H -1.0273 -1.2944 -3.0016 -0.02 -0.09 0.11
H -0.0414 -1.4375 2.1125 -0.04 0.23 -0.06
H 1.7764 -1.0566 -0.9128 0.01 0.04 -0.01
H 2.2448 -1.0502 0.8025 -0.03 0.04 0.01
H -0.2097 2.9804 -0.1690 -0.01 -0.04 0.02
H 0.5918 1.0377 -1.6785 0.02 -0.03 -0.01
H -1.2220 -1.0356 0.4170 0.98 -0.37 0.77
```
Positions in Å, forces in eV/Å.

Computed properties:
LUMO energy (alpha / beta) (eV): -0.43 / 0.26
Frontier orbital gap (alpha / beta) (eV): 7.1 / 8.3
Highest occupied orbital energy (alpha / beta) (eV): -7.49 / -8.06
Charge: 0
Max |F| (eV Å⁻¹): 1.3

---

The following is a quantum chemistry calculation of a gas-phase ion, C6H16N3 (charge +1) at a distorted geometry, from the Open Molecules 2025 dataset.

XYZ file:
```
25
Properties=species:S:1:pos:R:3:forces:R:3
N 0.9400 -0.2207 -0.5862 -1.07 1.65 0.43
N -0.1721 0.7118 -0.4330 1.90 -0.31 0.66
N 3.0735 0.3912 0.2706 1.47 -3.31 -1.54
C -1.8713 -1.1285 -0.6683 -1.86 -1.32 3.14
C -2.4967 1.2054 -0.3951 -1.93 1.35 0.20
C 1.8372 -0.4342 0.5070 -1.49 0.12 -1.04
C -1.3531 0.0318 1.5146 -2.06 0.76 1.28
C -1.4696 0.1596 0.0432 -0.62 0.76 -2.21
C 4.0786 -0.0550 -0.4109 -1.31 4.57 1.18
H 2.1284 -1.4677 0.4530 0.35 -0.42 0.55
H -2.3946 2.2170 0.1411 0.22 -1.47 -0.85
H -1.1991 -1.9741 -0.7067 0.62 -0.02 0.14
H 4.8190 0.6013 -0.8686 -0.04 0.19 0.67
H 3.0328 1.3136 0.5455 -0.15 2.74 0.38
H -0.4613 -0.4654 1.5700 2.28 -1.53 1.13
H 4.1705 -1.0257 -0.6127 -0.07 -3.97 -0.80
H 1.3346 -0.1303 1.4221 0.77 -0.02 0.28
H -2.1346 -0.6753 1.9947 1.05 1.76 -0.62
H -2.7231 -1.5078 0.0206 1.16 0.25 -1.25
H -3.6191 0.9213 -0.1960 2.26 0.11 -0.34
H -1.1902 1.0795 1.9485 -0.66 -1.67 -0.19
H -0.2101 1.1273 -1.3401 -0.54 0.43 -0.41
H -2.3869 1.3451 -1.5020 -0.29 0.13 0.90
H -2.3391 -1.0306 -1.6018 -0.32 0.56 -1.47
H 0.6063 -0.9896 -1.1096 0.33 -1.35 -0.22
```
Positions in Å, forces in eV/Å.

Computed properties:
LUMO energy (eV): -5.28
Frontier orbital gap (eV): 7.7
Highest occupied orbital energy (eV): -12.97
Charge: +1
SMILES: C=[NH+]CNNC(C)(C)C
Max |F| (eV Å⁻¹): 4.9

---

The following is a quantum chemistry calculation of C6H16N4O2 in the gas phase at a distorted geometry, from the Open Molecules 2025 dataset.

XYZ file:
```
28
Properties=species:S:1:pos:R:3:forces:R:3
O 2.2750 2.2542 1.4472 0.46 0.07 0.26
O -0.4935 3.5808 1.3960 -2.88 1.72 -0.54
N 1.4979 3.1219 1.7141 1.75 -0.48 0.03
N 0.2744 2.6460 2.0740 -1.53 -2.05 -0.49
N 0.2366 -2.3439 -1.6046 -1.42 3.26 -0.03
N -0.1081 1.3187 1.7019 -0.22 -1.68 0.69
C 1.5930 -2.9161 -1.8364 -0.49 -2.62 -1.83
C -0.2185 0.2687 2.8220 1.01 2.14 1.07
C -1.4120 0.2044 -0.1809 0.43 0.30 3.18
C 0.2316 0.5861 0.3542 -0.20 1.30 2.02
C -1.3985 -0.3167 -1.5973 -0.70 3.66 0.14
C -0.0280 -0.8932 -2.0735 -0.77 -1.18 -1.11
H -1.9398 -0.7528 0.4313 2.04 2.82 -0.60
H 0.7954 -0.2001 -1.8976 -0.07 -0.18 0.78
H 1.0491 0.0465 3.1118 -4.18 -0.28 -0.56
H 0.9896 -0.4372 0.6833 -2.48 3.09 -1.38
H 0.8933 1.4377 -0.2530 -2.15 -2.72 1.00
H 1.8768 -3.0112 -2.9450 -0.63 0.30 1.04
H -0.9698 -0.5442 2.4219 2.29 1.21 0.79
H -0.1557 -0.7415 -3.1696 0.42 -1.03 0.09
H 1.7300 -4.1005 -1.5211 -0.58 3.35 -0.10
H -0.7742 -2.6448 -1.6874 2.56 -1.50 -0.08
H -0.8054 0.7456 3.7957 1.84 -1.08 -2.49
H -2.3443 -0.8933 -1.3868 0.96 -0.26 -2.44
H 2.3949 -2.2480 -1.4553 -0.81 -0.54 0.45
H -1.5943 0.7605 -2.2026 0.33 -3.37 0.76
H -2.2330 1.1890 0.0315 2.88 -2.89 -0.67
H -1.3626 3.8835 1.8261 2.12 -1.35 0.02
```
Positions in Å, forces in eV/Å.

Computed properties:
LUMO energy (eV): 0.35
Frontier orbital gap (eV): 8.9
Highest occupied orbital energy (eV): -8.51
Charge: 0
SMILES: CNCCCCN(C)N(O)N=O
Max |F| (eV Å⁻¹): 4.2

---

The following is a quantum chemistry calculation of 2 unconnected molecules or ions with the total composition C6H16N6OS at a distorted geometry, from the Open Molecules 2025 dataset.

XYZ file:
```
30
Properties=species:S:1:pos:R:3:forces:R:3
S 3.5250 0.6286 0.5111 -0.81 -0.89 0.50
O 2.5177 -0.6307 1.1601 2.90 0.24 2.04
N -3.9082 2.1610 0.1341 6.24 -0.34 -0.78
N -1.4337 2.3270 -0.0843 -1.62 1.48 0.33
N -2.5273 0.2519 0.3252 -0.08 -0.06 -0.32
N -0.0997 0.5084 0.1811 -1.91 0.58 0.66
N 0.8885 2.6066 -0.1423 1.43 0.73 1.13
N -1.1508 -1.6039 -0.0014 -1.55 2.24 0.53
C -1.3598 -0.3450 0.2376 4.27 1.25 -1.10
C 4.3969 -0.4094 -0.6587 2.39 1.97 -0.67
C -2.5568 1.5151 0.0781 -5.14 1.88 1.60
C -0.1833 1.8983 0.0981 0.21 -3.89 -1.77
C -2.2550 -2.5073 -0.0396 -1.42 -3.69 0.46
C 0.0784 -2.2006 -0.3085 2.19 -2.20 1.05
H 5.4811 -0.5934 -0.3004 -2.04 -0.42 -0.28
H -0.2772 -3.2163 -0.5104 1.25 0.01 -0.25
H 3.7251 -1.2560 -0.8273 0.66 0.10 -0.41
H 0.8379 0.1020 0.1236 -0.32 -0.14 0.31
H 3.1718 -0.9757 1.8958 -2.33 0.51 -1.75
H -2.2596 -3.1855 -1.0026 0.18 1.67 1.69
H -2.0458 -3.2759 0.8483 -0.94 1.61 -1.75
H -1.5979 3.3286 -0.0027 0.07 -0.13 -0.28
H -3.8069 3.1783 0.2714 -1.02 -0.94 -0.01
H -4.6579 1.6049 0.5182 0.05 0.07 0.12
H 0.5809 -1.7911 -1.1522 0.05 0.45 -1.01
H 0.8747 3.5005 -0.6560 -0.21 -0.54 0.72
H 4.5921 0.3060 -1.5326 -0.65 -1.44 0.65
H 0.8678 -2.2419 0.4984 -1.23 0.17 -0.40
H -3.2335 -1.9966 0.0347 0.74 -0.42 0.21
H 1.8156 2.3119 0.3031 -1.36 0.15 -1.19
```
Positions in Å, forces in eV/Å.

Computed properties:
LUMO energy (eV): -7.55
Frontier orbital gap (eV): 7.9
Highest occupied orbital energy (eV): -15.45
Charge: +2
Max |F| (eV Å⁻¹): 6.3

---

> Which value of max |F| does entry 6 give?

6.3 eV Å⁻¹